C4H6N2 | ωB97M-V/def2-TZVPD

## Properties
Frontier orbital gap (eV): 9.8
SMILES: C/C=C/NC#N
E_LUMO (eV): 0.725
Highest occupied orbital energy (eV): -9.1064
Electronic energy (eV): -7223.0995

ORCA input file:
```
! RIJCOSX wB97M-V def2-TZVPD def2/J DEFGRID3
* xyz 0 1
C 1.268 -1.572 0.525
C -0.076 -0.957 0.186
C -0.320 0.370 0.087
N -1.365 1.317 -0.495
C -1.154 2.619 -0.578
N -0.955 3.748 -0.729
H 1.097 -2.498 1.208
H 2.036 -1.097 1.055
H 1.670 -1.924 -0.397
H -0.678 -1.776 -0.132
H 0.662 0.932 0.247
H -2.185 0.838 -0.977
*
```

=====

C9H14NO | ωB97M-V/def2-TZVPD

## Properties
Frontier orbital gap (eV): 10.0
SMILES: CO[N+](C)(C)c1ccccc1
E_LUMO (eV): -3.377
Highest occupied orbital energy (eV): -13.4204
Electronic energy (eV): -13086.8023

ORCA input file:
```
! RIJCOSX wB97M-V def2-TZVPD def2/J DEFGRID3
* xyz 1 1
C 1.292 1.848 -1.175
O 1.679 0.992 -0.093
N 0.841 -0.210 0.180
C 1.434 -1.390 -0.498
C 1.111 -0.474 1.938
C -0.635 -0.141 0.159
C -1.425 -1.047 -0.479
C -2.740 -0.896 -0.457
C -3.360 0.262 0.005
C -2.584 1.175 0.718
C -1.193 1.020 0.727
H 0.446 2.487 -0.871
H 1.126 1.358 -2.169
H 2.094 2.623 -1.419
H 2.432 -1.412 -0.013
H 0.988 -2.317 0.019
H 1.313 -1.297 -1.480
H 0.518 0.283 2.459
H 0.903 -1.497 1.970
H 2.145 -0.385 2.201
H -0.930 -1.816 -1.115
H -3.415 -1.577 -0.991
H -4.395 0.346 -0.083
H -3.141 2.003 1.248
H -0.578 1.832 0.960
*
```

=====

C32H90N6O10 | ωB97M-V/def2-TZVPD

## Properties
Frontier orbital gap (eV): 9.2
SMILES: COC[C@H](C)N.COC[C@H](C)N.COC[C@H](C)N.COC[C@H](C)N.COC[C@H](C)N.COC[C@H](C)N.CCO.CCO.CCO.CCO
E_LUMO (eV): 0.299
Highest occupied orbital energy (eV): -8.9382
Electronic energy (eV): -64053.6612

ORCA input file:
```
! RIJCOSX wB97M-V def2-TZVPD def2/J DEFGRID3
* xyz 0 1
C -1.104 -19.473 5.969
O -1.377 -18.064 5.772
C -0.506 -17.176 6.388
C -0.942 -15.697 6.037
C -0.740 -15.301 4.521
N -0.067 -14.870 6.851
H -0.124 -19.745 5.577
H -1.916 -20.109 5.616
H -1.029 -19.699 7.033
H -0.463 -17.337 7.465
H 0.502 -17.346 6.010
H -1.971 -15.531 6.358
H -1.507 -15.748 3.888
H 0.214 -15.695 4.171
H -0.800 -14.232 4.314
H 0.889 -15.030 6.566
H -0.105 -15.212 7.801
C 6.841 -18.661 3.858
O 8.173 -19.005 4.190
C 8.778 -19.810 3.153
C 9.937 -20.657 3.700
C 11.104 -19.784 4.163
N 10.400 -21.649 2.727
H 6.455 -18.048 4.672
H 6.227 -19.562 3.872
H 6.849 -18.071 2.942
H 8.112 -20.494 2.629
H 9.123 -19.120 2.383
H 9.584 -21.154 4.603
H 11.978 -20.400 4.372
H 10.888 -19.021 4.910
H 11.476 -19.101 3.399
H 11.026 -22.239 3.256
H 9.735 -22.359 2.453
C -0.886 -21.642 9.935
O 0.306 -22.389 10.042
C 1.505 -21.630 9.928
C 2.726 -22.543 10.235
C 2.965 -22.860 11.721
N 3.973 -21.967 9.830
H -1.768 -22.277 10.005
H -0.873 -21.194 8.941
H -0.924 -20.809 10.637
H 1.560 -21.358 8.874
H 1.488 -20.716 10.522
H 2.680 -23.442 9.620
H 3.341 -21.980 12.244
H 3.716 -23.624 11.919
H 2.092 -23.259 12.237
H 3.845 -21.819 8.839
H 4.660 -22.707 9.853
C 0.117 -23.433 4.560
O 1.307 -22.863 4.042
C 1.942 -23.798 3.137
C 3.346 -23.348 2.887
C 3.416 -22.014 2.201
N 3.965 -24.245 1.877
H -0.507 -23.774 3.734
H -0.413 -22.658 5.114
H 0.282 -24.316 5.178
H 1.972 -24.776 3.617
H 1.341 -23.879 2.230
H 3.911 -23.304 3.819
H 4.379 -21.526 2.356
H 2.757 -21.274 2.655
H 3.283 -22.030 1.119
H 3.448 -24.141 1.015
H 4.865 -23.818 1.712
C 3.120 -22.783 6.678
O 3.716 -21.508 6.681
C 3.166 -20.603 5.736
C 3.677 -19.156 6.123
C 3.127 -18.617 7.435
N 3.262 -18.162 5.101
H 3.499 -23.398 7.494
H 3.338 -23.389 5.798
H 2.043 -22.769 6.844
H 3.501 -20.731 4.707
H 2.079 -20.619 5.811
H 4.756 -19.124 6.274
H 3.199 -17.530 7.455
H 3.649 -19.033 8.297
H 2.068 -18.820 7.593
H 3.633 -18.459 4.210
H 2.268 -18.105 4.934
C 7.141 -22.476 6.159
O 7.309 -23.732 6.775
C 7.886 -23.752 8.042
C 6.956 -23.208 9.163
C 7.590 -23.184 10.529
N 5.792 -24.107 9.240
H 6.590 -22.620 5.230
H 8.050 -21.956 5.858
H 6.609 -21.710 6.724
H 8.242 -24.753 8.283
H 8.794 -23.150 8.006
H 6.535 -22.233 8.919
H 8.365 -22.419 10.472
H 7.984 -24.140 10.877
H 6.921 -22.742 11.268
H 5.524 -24.463 8.333
H 6.053 -24.961 9.711
C -0.749 -18.749 1.871
C 0.598 -18.929 2.488
O 1.183 -17.657 2.663
H -0.852 -18.229 0.919
H -1.411 -18.296 2.610
H -1.216 -19.722 1.720
H 1.244 -19.523 1.841
H 0.503 -19.488 3.419
H 1.512 -17.301 1.834
C 3.670 -14.040 4.649
C 4.749 -14.582 5.580
O 4.973 -15.914 5.240
H 2.690 -14.485 4.823
H 3.943 -14.118 3.597
H 3.527 -12.984 4.881
H 4.454 -14.572 6.629
H 5.677 -14.026 5.441
H 4.215 -16.495 5.333
C 6.658 -18.500 11.717
C 6.042 -19.494 10.789
O 4.837 -19.887 11.472
H 6.866 -18.905 12.707
H 6.121 -17.555 11.807
H 7.663 -18.249 11.378
H 6.709 -20.355 10.747
H 5.896 -19.064 9.798
H 4.518 -20.644 10.976
C 5.845 -26.535 5.389
C 4.528 -25.992 6.009
O 4.116 -26.809 7.057
H 6.086 -25.933 4.513
H 5.672 -27.571 5.099
H 6.714 -26.539 6.047
H 3.772 -25.954 5.225
H 4.715 -25.044 6.512
H 3.643 -27.511 6.605
*
```